[1]
# C14H21N7

7 unconnected molecules or ions with the total composition C14H21N7 in a non-equilibrium geometry (ωB97M-V/def2-TZVPD, the Open Molecules 2025 dataset).

Computed properties:
- E_HOMO (Eh) = -0.41226
- max |F| (eV/A) = 1.9
- gap between HOMO and LUMO (eV) = 11.094
- SMILES = CC#N.CC#N.CC#N.CC#N.CC#N.CC#N.CC#N
- lowest unoccupied orbital energy (hartree) = -0.0046

```
42
Properties=species:S:1:pos:R:3:mulliken_charge:R:1
C -1.486 -4.312 0.068 -0.775
C -0.634 -3.500 -0.786 0.433
N 0.051 -2.874 -1.437 -0.466
H -0.936 -4.592 0.961 0.254
H -1.804 -5.210 -0.459 0.363
H -2.380 -3.744 0.317 0.170
C -2.810 -2.766 3.793 -0.933
C -1.863 -2.143 2.876 0.383
N -1.121 -1.685 2.146 -0.316
H -2.389 -2.836 4.791 0.314
H -3.051 -3.764 3.422 0.279
H -3.736 -2.197 3.845 0.297
C -3.350 -0.050 -0.077 -0.360
C -3.075 1.348 0.204 0.266
N -2.821 2.439 0.443 -0.432
H -3.956 -0.132 -0.976 0.356
H -3.835 -0.519 0.772 0.250
H -2.397 -0.527 -0.308 -0.054
C 3.308 4.532 -3.082 -0.562
C 3.201 5.725 -2.259 0.306
N 3.125 6.664 -1.609 -0.369
H 3.322 3.636 -2.471 0.217
H 4.227 4.611 -3.665 0.281
H 2.476 4.499 -3.781 0.158
C 3.242 -1.368 3.563 -0.493
C 4.693 -1.257 3.559 0.237
N 5.828 -1.191 3.567 -0.330
H 2.821 -0.541 4.133 0.276
H 2.992 -2.317 4.031 0.269
H 2.852 -1.301 2.553 0.035
C -0.767 2.312 -4.253 -0.641
C -1.654 1.351 -3.640 0.307
N -2.379 0.612 -3.156 -0.363
H -0.108 2.695 -3.475 0.117
H -1.340 3.123 -4.693 0.292
H -0.178 1.835 -5.032 0.279
C 0.754 0.187 0.245 0.102
C 1.375 1.306 -0.457 0.198
N 1.874 2.165 -1.016 -0.383
H 1.382 -0.005 1.117 -0.060
H 0.761 -0.695 -0.388 0.030
H -0.218 0.489 0.612 0.073
```

***

[2]
# C33H35F5N4P2PtS

A molecular structure, C33H35F5N4P2PtS in a non-equilibrium geometry (ωB97M-V/def2-TZVPD, the Open Molecules 2025 dataset).

Computed properties:
- E_HOMO (spin up / spin down) (Eh) = -0.27848 / -0.29705
- max |F| (eV/A) = 6.8
- gap between HOMO and LUMO (spin up / spin down) (eV) = 6.776 / 4.843
- lowest unoccupied orbital energy (spin up / spin down) (hartree) = -0.0295 / -0.1191
- expectation value of S² = 2.0349
- multiplicity = 3

```
81
Properties=species:S:1:pos:R:3:mulliken_spin:R:1
Pt 3.153 3.273 1.447 0.395
C 1.463 0.370 -3.892 0.000
C 2.480 1.194 -3.584 0.000
C 2.454 2.648 -3.220 -0.001
C 1.486 3.071 -2.096 0.014
C 0.197 3.664 -2.624 -0.001
C -0.483 3.267 -3.697 0.001
C -0.013 2.283 -4.730 0.000
C 0.063 0.797 -4.244 0.000
C 1.297 3.146 2.296 0.324
H 1.584 -0.708 -3.811 0.000
H 3.440 0.738 -3.261 0.000
H 2.237 3.326 -4.056 0.000
H 3.461 2.880 -2.863 0.001
H 1.299 2.256 -1.408 -0.007
H 1.964 3.826 -1.448 0.008
H -0.203 4.482 -2.018 0.000
H -1.472 3.709 -3.939 0.000
H 0.946 2.581 -5.184 0.000
H -0.743 2.289 -5.548 0.000
H -0.604 0.633 -3.366 0.000
H -0.326 0.125 -5.042 0.000
H 0.719 2.580 1.552 -0.013
H 0.959 4.193 2.466 -0.020
H 1.399 2.566 3.234 -0.009
P 2.871 5.522 1.308 0.143
P 5.197 3.287 0.434 0.075
N 1.794 6.515 0.160 0.029
N 3.102 6.940 2.449 0.042
N 5.782 4.010 -1.340 -0.007
N 7.105 2.863 0.679 -0.001
C 4.423 5.797 0.408 0.006
C 5.402 4.944 1.211 0.003
C 0.402 6.569 0.166 -0.012
C -0.025 7.604 -0.669 0.004
C 1.150 8.227 -1.191 -0.002
C 2.236 7.574 -0.627 0.010
C 2.604 6.970 3.749 -0.016
C 2.918 8.209 4.319 0.002
C 3.616 8.965 3.333 -0.001
C 3.685 8.186 2.185 0.012
C 5.773 3.329 -2.544 -0.001
C 6.197 4.160 -3.579 0.000
C 6.547 5.405 -2.995 0.000
C 6.377 5.245 -1.611 -0.002
C 8.167 2.919 -0.227 -0.001
C 9.363 3.205 0.445 0.000
C 9.041 3.294 1.835 0.000
C 7.664 3.085 1.933 0.006
H 4.737 6.844 0.286 0.001
H 4.191 5.369 -0.583 -0.009
H 6.435 5.284 1.249 0.005
H 5.012 4.800 2.252 0.005
H -0.162 5.846 0.733 0.001
H -1.046 7.886 -0.885 0.000
H 1.221 9.033 -1.909 0.001
H 3.291 7.767 -0.762 0.000
H 2.102 6.108 4.147 0.004
H 2.693 8.519 5.323 0.000
H 4.056 9.947 3.464 0.000
H 4.135 8.400 1.227 0.001
H 5.461 2.292 -2.589 0.000
H 6.241 3.898 -4.635 0.000
H 6.868 6.321 -3.474 0.000
H 6.572 5.980 -0.850 0.000
H 8.023 2.763 -1.280 0.000
H 10.334 3.339 -0.023 0.000
H 9.710 3.494 2.663 0.000
H 7.026 3.088 2.809 0.004
F -2.679 -2.637 1.280 0.012
C -1.458 -2.064 1.384 0.148
C -0.800 -1.638 0.230 -0.043
F -1.424 -1.735 -0.982 -0.004
C 0.344 -0.870 0.336 0.120
F 0.836 -0.274 -0.772 0.010
C 0.906 -0.478 1.572 -0.061
S 2.309 0.474 1.620 0.754
C 0.181 -0.907 2.712 0.106
F 0.535 -0.421 3.920 0.009
C -0.954 -1.696 2.632 -0.044
F -1.685 -1.955 3.752 -0.004
```

***

[3]
# C26H38Br42FN3O3S3

A molecular structure, C26H38Br42FN3O3S3 in a non-equilibrium geometry (ωB97M-V/def2-TZVPD, the Open Molecules 2025 dataset).

Computed properties:
- E_HOMO (Eh) = -0.29897
- max |F| (eV/A) = 6.3
- gap between HOMO and LUMO (eV) = 7.509
- lowest unoccupied orbital energy (hartree) = -0.0230

```
116
Properties=species:S:1:pos:R:3:mulliken_charge:R:1
N -3.750 6.269 -0.089 -0.708
C -3.984 5.478 -1.337 -0.287
C -3.339 4.064 -1.137 -0.562
C -3.272 3.214 -2.481 -0.357
C -1.798 2.719 -2.711 -1.077
N -1.643 1.224 -2.646 0.238
C -0.326 0.951 -3.330 -0.946
C 0.080 -0.567 -3.440 -0.167
C 1.403 -0.806 -2.589 -0.656
S 1.295 -2.262 -1.472 -0.094
C 1.326 -1.524 0.212 -0.208
S 2.642 -0.559 0.579 0.102
N 0.276 -1.749 1.120 0.741
C -0.256 -3.127 1.029 -0.653
C -1.462 -3.193 2.033 -0.624
O -0.942 -3.168 3.368 -0.487
C -0.465 -1.838 3.559 -0.355
C 0.637 -1.404 2.504 -0.525
S -1.602 0.748 -1.011 0.864
O -0.427 1.397 -0.383 -0.701
O -2.805 1.152 -0.261 -0.510
F -1.498 -0.861 -0.836 0.120
H -2.740 6.236 0.062 0.269
H -4.128 5.734 0.696 0.303
H -5.095 5.385 -1.404 0.144
H -3.576 6.018 -2.220 0.294
H -3.970 3.499 -0.408 0.199
H -2.346 4.176 -0.649 0.334
H -3.584 3.901 -3.300 0.309
H -3.924 2.318 -2.420 0.210
H -1.052 3.208 -2.037 0.613
H -1.507 3.042 -3.739 0.361
H 0.433 1.563 -2.781 0.575
H -0.321 1.350 -4.370 0.159
H -0.724 -1.287 -3.193 0.353
H 0.383 -0.760 -4.493 0.102
H 2.259 -0.951 -3.286 0.132
H 1.665 0.067 -1.952 0.299
H -0.704 -3.276 0.019 0.472
H 0.513 -3.905 1.251 0.302
H -2.040 -2.250 1.889 0.255
H -2.123 -4.064 1.850 0.377
H -1.292 -1.081 3.474 0.149
H -0.034 -1.700 4.577 0.318
H 1.610 -1.841 2.815 0.033
H 0.702 -0.288 2.545 0.374
C 5.908 1.207 2.761 -0.376
Br 5.954 0.594 0.925 -0.039
Br 4.754 0.118 3.871 0.066
Br 7.688 1.334 3.511 -0.061
H 5.497 2.210 2.749 0.378
C -1.508 2.329 4.638 -0.466
Br -1.356 1.743 2.804 0.123
Br -2.725 1.205 5.638 0.027
Br 0.220 2.459 5.498 -0.029
H -1.931 3.327 4.622 0.381
C -5.282 -1.277 7.340 -0.375
Br -4.218 -2.134 5.970 0.030
Br -6.960 -2.195 7.626 -0.046
Br -4.289 -1.065 8.986 0.058
H -5.521 -0.282 6.982 0.319
C 5.195 -2.771 -3.975 -0.319
Br 5.164 -1.506 -2.513 0.063
Br 6.899 -2.779 -4.893 -0.055
Br 4.686 -4.544 -3.393 -0.013
H 4.451 -2.447 -4.693 0.306
C 10.140 -2.991 -2.312 -0.295
Br 9.390 -1.350 -1.617 0.015
Br 12.055 -3.076 -2.050 -0.039
Br 9.241 -4.541 -1.584 0.021
H 9.965 -2.995 -3.381 0.275
C -4.886 -2.690 -2.246 -0.385
Br -6.068 -2.859 -3.769 -0.065
Br -3.940 -4.339 -1.883 -0.062
Br -3.669 -1.200 -2.442 0.176
H -5.507 -2.482 -1.383 0.395
C -1.060 0.094 -7.571 -0.389
Br -0.758 2.006 -7.577 0.013
Br 0.582 -0.891 -7.850 -0.038
Br -1.975 -0.473 -5.966 0.015
H -1.712 -0.130 -8.407 0.403
C 3.916 -3.875 4.455 -0.362
Br 3.258 -2.250 5.278 -0.163
Br 4.010 -3.720 2.529 0.131
Br 5.610 -4.425 5.213 -0.065
H 3.198 -4.655 4.678 0.450
C -4.926 7.306 -5.476 -0.387
Br -4.156 8.970 -4.857 -0.041
Br -3.564 5.994 -5.889 0.044
Br -6.228 6.609 -4.228 -0.045
H -5.452 7.521 -6.398 0.399
C -2.719 -2.635 12.744 0.423
Br -0.905 -2.957 13.330 0.002
Br -4.014 -3.401 13.959 -0.011
Br -3.051 -0.756 12.429 -0.068
H -2.840 -3.139 11.790 -0.391
C 6.364 -7.181 2.685 0.094
Br 5.226 -7.724 1.218 -0.019
Br 7.024 -8.701 3.684 -0.039
Br 7.802 -6.035 2.090 0.033
H 5.753 -6.596 3.363 -0.113
C -1.714 9.762 -7.882 0.235
Br -1.257 8.052 -8.665 0.023
Br -0.223 10.532 -6.922 -0.002
Br -2.430 10.984 -9.199 -0.015
H -2.499 9.579 -7.157 -0.229
C 2.093 3.060 -10.345 -0.217
Br 1.438 4.647 -9.452 0.020
Br 2.272 3.334 -12.251 -0.011
Br 3.737 2.420 -9.552 0.002
H 1.348 2.285 -10.202 0.195
C -2.012 -6.433 10.094 -0.354
Br -0.195 -6.748 10.676 -0.003
Br -3.301 -7.186 11.323 -0.013
Br -2.345 -4.554 9.773 0.067
H -2.137 -6.943 9.146 0.334
```